ORCA calculation (ωB97M-V with the def2-TZVPD basis set) on a cluster of 6 separate species, C36H35F5N5S2 in total in a non-equilibrium geometry.

Last column: Mulliken charge in e.
Element x y z (Å)
S: -0.10 -2.67 -6.15  -0.19
C: 0.43 -2.40 -4.70  0.54
N: 0.99 -2.08 -3.64  -0.46
N: 2.24 -2.73 -3.45  0.24
C: 3.36 -2.48 -4.36  -0.84
C: 3.68 -0.99 -4.53  -0.86
C: 4.75 -0.53 -3.50  -0.52
S: 4.03 0.22 -2.01  -0.30
C: 2.28 -3.57 -2.44  0.60
N: 1.23 -3.85 -1.60  -0.32
C: 1.68 -4.74 -0.76  -0.18
N: 2.97 -5.05 -0.97  -0.26
N: 3.33 -4.31 -2.05  0.15
H: 3.12 -2.93 -5.33  0.36
H: 4.25 -3.01 -4.01  0.32
H: 4.14 -0.88 -5.51  0.40
H: 2.80 -0.36 -4.51  0.44
H: 5.37 -1.39 -3.22  0.27
H: 5.41 0.18 -4.00  0.48
H: 2.76 -0.22 -1.99  0.11
H: 1.17 -5.24 0.05  0.55
H: 3.59 -5.69 -0.50  0.20
H: 4.27 -4.36 -2.41  0.22
F: 5.43 1.73 4.59  -0.34
C: 4.73 0.92 3.78  0.13
C: 4.88 1.04 2.41  -0.64
C: 4.16 0.19 1.58  0.27
C: 3.30 -0.75 2.12  -0.43
C: 3.16 -0.86 3.50  -0.41
C: 3.88 -0.02 4.34  -0.34
H: 5.55 1.79 2.01  0.45
H: 4.27 0.27 0.51  -0.06
H: 2.74 -1.41 1.47  0.50
H: 2.49 -1.59 3.93  0.42
H: 3.79 -0.09 5.41  0.49
F: -4.16 2.33 -4.81  -0.39
C: -3.79 1.21 -4.15  0.29
C: -2.47 0.82 -4.17  -0.90
C: -2.10 -0.33 -3.48  -0.32
C: -3.05 -1.07 -2.79  -0.54
C: -4.37 -0.66 -2.79  -0.40
C: -4.75 0.49 -3.47  -0.26
H: -1.74 1.40 -4.72  0.43
H: -1.07 -0.65 -3.48  0.69
H: -2.75 -1.96 -2.26  0.55
H: -5.12 -1.24 -2.25  0.39
H: -5.78 0.83 -3.46  0.47
F: -5.85 2.14 -1.14  -0.26
C: -5.52 3.45 -1.19  0.39
C: -5.69 4.23 -0.06  -0.42
C: -5.34 5.57 -0.11  -0.40
C: -4.84 6.12 -1.29  -0.49
C: -4.68 5.32 -2.41  -0.54
C: -5.02 3.98 -2.37  -0.14
H: -6.09 3.78 0.84  0.41
H: -5.46 6.19 0.77  0.36
H: -4.58 7.17 -1.32  0.38
H: -4.30 5.75 -3.33  0.38
H: -4.90 3.34 -3.23  0.35
F: -2.56 -3.80 -1.25  -0.33
C: -2.73 -3.67 0.09  0.11
C: -4.01 -3.53 0.59  -0.31
C: -4.18 -3.40 1.96  -0.45
C: -3.07 -3.40 2.80  -0.55
C: -1.80 -3.54 2.28  -0.48
C: -1.62 -3.69 0.91  0.30
H: -4.85 -3.52 -0.09  0.45
H: -5.17 -3.29 2.37  0.38
H: -3.21 -3.30 3.87  0.40
H: -0.94 -3.54 2.93  0.40
H: -0.63 -3.80 0.47  0.09
F: 1.59 0.83 6.35  -0.31
C: 1.72 2.18 6.33  0.23
C: 1.24 2.91 7.40  -0.46
C: 1.37 4.29 7.37  -0.39
C: 1.96 4.92 6.28  -0.50
C: 2.43 4.16 5.22  -0.55
C: 2.31 2.78 5.24  -0.08
H: 0.78 2.40 8.24  0.42
H: 1.01 4.88 8.21  0.36
H: 2.06 6.00 6.27  0.37
H: 2.88 4.65 4.36  0.36
H: 2.67 2.18 4.42  0.53

Results
- E_HOMO: -10.38 eV
- Charge: +1
- LUMO: -3.70 eV
- Total energy: -2961.948196 Eh
- F_max: 1.67 eV/A


ORCA calculation (ωB97M-V with the def2-TZVPD basis set) on a structure of composition C36H35F5N9OSSnTe in a non-equilibrium geometry.

Last column: Löwdin spin population.
Element x y z (Å)
Sn: 0.12 -0.45 0.11  0.00
C: 1.42 2.92 0.80  0.00
C: 0.57 3.46 1.95  0.00
C: -0.25 2.53 2.81  0.00
C: -0.30 2.74 4.19  0.00
C: -1.13 1.96 4.97  0.00
C: -1.89 0.97 4.35  0.00
C: -1.77 0.83 2.98  0.00
N: -0.98 1.58 2.22  0.00
N: 0.75 2.34 -0.37  0.00
C: 1.76 2.16 -1.43  0.00
C: 2.35 0.77 -1.45  0.00
C: 3.68 0.54 -1.33  0.01
C: 4.31 -0.75 -1.09  0.00
C: 3.79 -1.98 -0.99  0.01
C: 1.75 -1.41 -2.33  0.05
N: 1.39 -0.18 -1.66  0.01
C: -0.43 3.13 -0.78  0.00
C: -1.04 2.65 -2.06  0.00
C: -1.24 3.37 -3.17  0.00
C: -1.97 2.78 -4.27  0.00
C: -2.20 1.46 -4.33  0.00
C: -1.56 0.63 -3.30  0.00
N: -1.39 1.31 -2.07  0.00
H: 2.11 2.17 1.17  0.00
H: 2.01 3.79 0.48  0.00
H: -0.12 4.22 1.58  0.00
H: 1.28 3.96 2.61  0.00
H: 0.29 3.53 4.64  0.00
H: -1.19 2.12 6.04  0.00
H: -2.56 0.34 4.92  0.00
H: -2.35 0.08 2.45  0.00
H: 2.56 2.91 -1.33  0.00
H: 1.27 2.30 -2.39  0.00
H: 4.34 1.40 -1.29  0.00
H: 5.38 -0.68 -0.91  0.00
H: 4.46 -2.80 -0.75  0.00
H: 0.81 -1.87 -2.65  0.01
H: -0.20 4.20 -0.88  0.00
H: -1.17 2.99 0.02  0.00
H: -0.93 4.41 -3.22  0.00
H: -2.37 3.43 -5.04  0.00
H: -2.74 0.97 -5.13  0.00
H: -1.81 0.92 -1.23  0.00
C: 0.00 -3.92 1.10  0.00
N: -0.32 -2.81 1.98  0.00
C: 0.46 -2.71 3.21  0.00
C: 1.28 -1.46 3.33  0.00
N: 2.04 -0.96 2.40  0.00
C: 2.73 0.08 3.00  0.00
C: 3.74 0.89 2.48  0.00
C: 4.28 1.85 3.31  0.00
C: 3.84 2.00 4.63  0.00
C: 2.88 1.18 5.18  0.00
C: 2.34 0.21 4.34  0.00
N: 1.41 -0.80 4.53  0.00
C: 1.04 -3.56 0.08  0.02
N: 1.49 -2.37 -0.13  0.03
C: 2.38 -2.39 -1.30  0.03
C: 2.60 -1.22 -3.54  0.24
C: 3.27 -2.19 -4.22  0.01
C: 3.32 -3.59 -3.98  0.29
C: 2.76 -4.34 -2.93  0.00
C: 2.28 -3.81 -1.77  0.21
N: 1.53 -4.48 -0.80  0.06
H: -0.90 -4.18 0.53  0.00
H: 0.32 -4.81 1.65  0.00
H: -1.30 -2.80 2.18  0.00
H: 1.17 -3.54 3.26  0.00
H: -0.19 -2.78 4.09  0.00
H: 4.07 0.75 1.45  0.00
H: 5.06 2.50 2.94  0.00
H: 4.29 2.77 5.25  0.00
H: 2.57 1.28 6.21  0.00
H: 0.88 -0.97 5.37  0.00
H: 2.60 -0.22 -3.95  0.01
H: 3.79 -1.87 -5.11  -0.01
H: 3.80 -4.17 -4.76  0.02
H: 2.72 -5.42 -3.05  -0.01
H: 1.20 -5.43 -0.89  0.00
S: -3.64 -1.79 1.00  0.00
C: -2.82 -0.61 0.47  0.00
F: -0.30 0.20 -3.80  0.00
Te: -2.33 -1.29 -2.77  0.00
F: -3.80 -0.36 -1.94  0.00
F: -3.34 -2.85 -2.38  0.00
F: -3.54 -1.21 -4.27  0.00
F: -1.36 -2.36 -4.00  0.00
O: -1.22 -1.73 -1.39  0.00

Results
- E_HOMO (alpha / beta): -6.28 / -6.86 eV
- 2S+1: 2
- Relative energy (zero: lowest compared OMol25 entry of this formula, charge and spin): 69.38 kcal per mole
- Expectation value of S²: 0.80
- LUMO (alpha / beta): -0.39 / -0.39 eV
- Total energy: -3340.595411 Eh
- F_max: 2.92 eV/A


ORCA calculation (ωB97M-V with the def2-TZVPD basis set) on a structure of composition C36H35FN11O4ReS in a non-equilibrium geometry.

Last column: Löwdin spin population.
Element x y z (Å)
Re: -0.23 0.28 -0.62  2.38
C: -0.42 -3.12 4.04  0.00
C: -1.91 -3.04 3.73  0.00
N: -2.14 -2.84 2.32  0.02
C: -1.91 -1.68 1.70  0.01
S: -2.17 -1.59 -0.02  0.00
N: -1.57 -0.62 2.38  0.00
N: -1.32 0.47 1.71  0.11
C: -1.71 1.64 2.06  0.01
C: -2.62 1.85 3.23  0.00
C: -1.39 2.72 1.16  0.01
C: -1.78 4.04 1.41  0.00
C: -1.60 5.02 0.46  0.01
C: -1.00 4.65 -0.74  0.00
C: -0.59 3.34 -0.91  0.01
N: -0.76 2.39 0.01  0.01
H: -0.25 -3.43 5.07  0.00
H: 0.03 -2.14 3.91  0.00
H: 0.08 -3.82 3.37  0.00
H: -2.36 -2.21 4.28  0.00
H: -2.41 -3.97 4.02  0.00
H: -2.49 -3.60 1.76  0.00
H: -2.69 0.92 3.78  0.00
H: -3.61 2.11 2.87  0.00
H: -2.26 2.63 3.89  0.00
H: -2.25 4.29 2.35  0.00
H: -1.91 6.03 0.63  0.00
H: -0.87 5.36 -1.54  0.00
H: -0.13 3.05 -1.84  0.00
C: 3.21 3.51 4.19  0.00
C: 2.70 2.46 3.27  0.01
C: 2.13 1.29 3.78  0.00
C: 1.64 0.32 2.93  0.01
C: 1.70 0.46 1.54  0.02
N: 1.19 -0.50 0.67  0.10
C: 1.69 -1.77 0.77  0.00
C: 2.78 -2.05 1.64  0.02
C: 3.24 -3.31 1.87  0.00
C: 2.66 -4.41 1.25  0.03
C: 3.15 -5.79 1.53  0.00
C: 1.69 -4.15 0.30  -0.01
C: 1.23 -2.87 0.00  0.03
N: 0.44 -2.69 -1.15  0.01
C: 0.05 -3.66 -2.02  0.02
C: -0.46 -3.05 -3.14  0.01
C: -0.35 -1.69 -2.89  0.02
N: 0.19 -1.48 -1.69  0.01
C: 2.29 1.63 1.04  0.02
C: 2.76 2.62 1.89  0.00
N: 2.46 1.79 -0.35  0.01
C: 3.50 2.37 -0.98  0.01
C: 3.26 2.32 -2.33  0.00
C: 2.03 1.67 -2.45  0.01
N: 1.57 1.35 -1.25  0.01
H: 3.46 3.08 5.16  0.00
H: 2.44 4.27 4.36  0.00
H: 4.09 4.01 3.78  0.00
H: 2.08 1.14 4.84  0.00
H: 1.19 -0.58 3.33  0.00
H: 3.28 -1.23 2.12  0.00
H: 4.07 -3.46 2.55  0.00
H: 3.57 -5.85 2.53  0.00
H: 3.95 -6.05 0.83  0.00
H: 2.36 -6.52 1.42  0.00
H: 1.29 -5.00 -0.24  0.00
H: 0.14 -4.70 -1.82  0.00
H: -0.89 -3.51 -4.00  0.00
H: -0.64 -0.86 -3.50  0.00
H: 3.18 3.53 1.49  0.00
H: 4.34 2.75 -0.43  0.00
H: 3.89 2.68 -3.12  0.00
H: 1.47 1.45 -3.34  0.00
F: -1.68 3.04 -6.70  0.00
C: -2.05 1.86 -6.19  0.00
C: -2.67 1.81 -4.99  0.00
N: -3.09 0.64 -4.44  0.00
C: -3.74 0.62 -3.15  0.00
C: -2.79 0.93 -1.97  0.01
O: -3.24 1.22 -0.88  0.02
O: -1.55 0.83 -2.25  0.05
C: -2.87 -0.57 -5.07  0.00
O: -3.21 -1.63 -4.60  0.00
N: -2.22 -0.48 -6.28  0.00
C: -1.79 0.65 -6.96  0.00
O: -1.26 0.57 -8.04  0.00
H: -2.86 2.71 -4.42  0.00
H: -4.10 -0.40 -2.99  0.00
H: -4.59 1.31 -3.12  0.00
H: -2.09 -1.37 -6.76  0.00

Results
- E_HOMO (alpha / beta): -9.91 / -9.99 eV
- Charge: +1
- 2S+1: 4
- Relative energy (zero: lowest compared OMol25 entry of this formula, charge and spin): 29.67 kcal per mole
- Expectation value of S²: 3.78
- LUMO (alpha / beta): -2.81 / -3.98 eV
- Total energy: -2872.331998 Eh
- F_max: 2.70 eV/A


ORCA calculation (ωB97M-V with the def2-TZVPD basis set) on a structure of composition C36H35Ge in a non-equilibrium geometry.

Last column: Mulliken charge in e.
Element x y z (Å)
C: -2.08 1.06 -0.73  -1.44
C: -1.37 0.04 0.10  1.31
C: -2.11 -0.60 1.11  -1.40
C: 0.07 -0.33 -0.19  -1.10
Ge: 0.70 -0.13 -2.04  1.56
C: -0.67 -0.74 -3.29  0.08
C: -1.27 0.18 -4.17  -0.25
C: -2.25 -0.29 -5.05  -0.65
C: -2.63 -1.64 -5.05  -0.55
C: -2.03 -2.54 -4.15  -0.71
C: -1.05 -2.09 -3.26  -0.31
C: 1.09 1.75 -2.40  0.42
C: 1.58 2.11 -3.67  -0.32
C: 1.84 3.45 -3.95  -0.68
C: 1.64 4.42 -2.95  -0.56
C: 1.19 4.05 -1.67  -0.71
C: 0.92 2.71 -1.38  -0.46
C: 2.37 -1.10 -2.41  0.16
C: 2.44 -2.00 -3.48  -0.34
C: 3.66 -2.63 -3.75  -0.59
C: 4.79 -2.35 -2.96  -0.48
C: 4.71 -1.43 -1.89  -0.65
C: 3.49 -0.79 -1.62  -0.52
H: -1.44 1.90 -1.05  0.25
H: -2.62 0.63 -1.58  0.26
H: -2.84 1.54 -0.10  0.55
H: -1.70 -1.54 1.40  0.48
H: -3.22 -0.64 0.87  0.56
H: 0.78 0.25 0.41  0.59
H: 0.30 -1.37 0.01  0.53
H: -0.97 1.22 -4.19  0.35
H: -2.72 0.41 -5.75  0.41
H: -3.40 -2.00 -5.75  0.38
H: -2.32 -3.59 -4.14  0.41
H: -0.57 -2.79 -2.56  0.44
H: 1.74 1.34 -4.44  0.45
H: 2.20 3.73 -4.93  0.41
H: 1.85 5.49 -3.17  0.36
H: 1.04 4.80 -0.89  0.40
H: 0.58 2.42 -0.38  0.27
H: 1.56 -2.21 -4.11  0.31
H: 3.73 -3.34 -4.57  0.40
H: 5.75 -2.85 -3.17  0.36
H: 5.58 -1.20 -1.29  0.39
H: 3.42 -0.06 -0.81  0.35
C: 2.57 -3.25 3.69  -1.60
C: 1.36 -2.39 3.60  1.12
C: 0.11 -3.01 3.80  -0.66
C: -1.03 -2.21 3.77  -0.62
C: -0.96 -0.81 3.48  0.37
C: -2.17 -0.07 3.00  0.03
C: -2.35 1.19 3.80  0.45
C: -3.54 1.92 3.63  -0.39
C: -3.87 2.99 4.45  -0.83
C: -3.00 3.40 5.48  -0.34
C: -1.79 2.72 5.66  -0.86
C: -1.46 1.62 4.85  -0.13
C: 0.34 -0.22 3.30  -0.45
C: 1.49 -1.02 3.35  -1.13
H: 3.47 -2.69 3.44  0.37
H: 2.72 -3.72 4.68  0.34
H: 2.48 -4.07 2.97  0.37
H: 0.02 -4.08 4.02  0.41
H: -2.04 -2.67 3.84  0.37
H: -3.08 -0.69 3.03  0.52
H: -4.23 1.67 2.82  0.35
H: -4.81 3.52 4.36  0.38
H: -3.24 4.22 6.18  0.37
H: -1.10 2.99 6.47  0.38
H: -0.54 1.09 5.03  0.47
H: 0.40 0.85 3.07  0.65
H: 2.48 -0.55 3.25  0.32

Results
- E_HOMO: -11.29 eV
- Charge: +1
- LUMO: -5.07 eV
- Total energy: -3469.389086 Eh
- F_max: 2.30 eV/A